1.
{"formula": "C13H27F9O11S3Si2", "method": "wB97M-V/def2-TZVPD", "total_charge": 0, "homo_ev": -9.775, "homo_lumo_gap_ev": 6.94, "lumo_ha": -0.1040, "elements": ["C", "C", "C", "O", "Si", "C", "C", "C", "C", "C", "F", "F", "C", "F", "F", "S", "F", "F", "F", "F", "F", "O", "Si", "O", "H", "H", "H", "H", "H", "H", "H", "H", "H", "H", "H", "H", "H", "H", "H", "H", "H", "H", "H", "C", "C", "O", "S", "O", "O", "O", "H", "H", "H", "H", "C", "C", "O", "S", "O", "O", "O", "H", "H", "H", "H"], "coordinates": [[4.472, -1.001, 1.640], [4.338, -0.446, 0.104], [3.170, 0.694, -0.118], [2.786, 1.426, 1.099], [1.381, 2.485, 0.789], [-0.207, 1.676, 1.616], [-0.308, 0.167, 0.984], [-1.210, -0.892, 1.869], [-0.893, -2.388, 1.289], [-2.184, -3.168, 0.625], [-3.335, -2.877, 1.564], [-2.042, -4.670, 0.705], [-2.660, -2.616, -0.832], [-4.124, -2.971, -0.959], [-2.620, -1.123, -0.956], [-1.813, -3.318, -2.328], [-0.374, -3.739, -1.512], [-2.516, -4.871, -2.181], [-3.162, -2.746, -3.279], [-1.103, -1.742, -2.602], [-1.073, -3.856, -3.785], [1.183, 2.632, -0.986], [-0.145, 3.748, -1.359], [0.248, 4.847, -2.718], [5.505, -0.620, 2.063], [4.565, -2.191, 1.615], [3.558, -0.764, 2.336], [5.366, 0.046, -0.180], [4.197, -1.409, -0.587], [3.569, 1.449, -0.930], [2.259, 0.124, -0.639], [1.671, 3.812, 1.313], [-0.176, 1.724, 2.788], [-1.171, 2.299, 1.292], [0.802, -0.272, 0.995], [-0.632, 0.266, -0.137], [-2.322, -0.540, 1.782], [-0.914, -0.780, 3.017], [0.031, -2.287, 0.556], [-0.516, -3.039, 2.211], [-0.531, 4.484, -0.142], [-1.321, 2.914, -1.702], [0.865, 4.293, -3.307], [2.142, -2.525, -5.640], [1.568, -2.278, -4.247], [2.448, -1.332, -3.644], [3.046, -0.352, -4.802], [2.259, 0.861, -4.818], [4.487, -0.354, -4.702], [2.614, -1.256, -6.088], [2.994, -3.211, -5.599], [1.392, -2.919, -6.331], [1.517, -3.192, -3.650], [0.573, -1.825, -4.305], [-4.010, 4.037, 4.815], [-4.404, 2.609, 4.446], [-3.175, 1.943, 4.165], [-2.002, 2.578, 5.104], [-1.837, 1.724, 6.259], [-0.902, 2.975, 4.255], [-2.806, 3.917, 5.571], [-3.792, 4.629, 3.920], [-4.782, 4.539, 5.404], [-5.070, 2.571, 3.581], [-4.878, 2.100, 5.292]]}

=====

2.
{"formula": "C13H27N2O", "method": "wB97M-V/def2-TZVPD", "total_charge": 0, "s_squared": 0.7546, "homo_ev": [-8.862, -9.274], "multiplicity": 2, "homo_lumo_gap_ev": [9.63, 9.12], "lumo_ha": [0.0282, -0.0059], "elements": ["C", "C", "C", "C", "C", "C", "C", "C", "C", "N", "C", "C", "C", "C", "N", "O", "H", "H", "H", "H", "H", "H", "H", "H", "H", "H", "H", "H", "H", "H", "H", "H", "H", "H", "H", "H", "H", "H", "H", "H", "H", "H", "H"], "coordinates": [[-0.908, -3.261, 0.762], [-0.890, -1.589, 0.703], [-0.462, -1.104, 2.208], [0.334, -1.202, -0.314], [0.264, 0.397, -0.762], [1.400, 0.742, -1.914], [2.929, 0.307, -1.503], [3.631, 1.267, -0.374], [3.069, 1.004, 1.171], [2.339, 2.212, 1.745], [-1.239, 0.557, -1.479], [-2.349, 0.201, -0.328], [-2.391, 1.419, 0.792], [-3.832, 0.282, -1.099], [-2.269, -1.186, 0.253], [-2.830, -2.122, -0.536], [-1.799, -3.674, 1.399], [0.089, -3.545, 1.344], [-0.801, -3.748, -0.304], [-0.691, -2.011, 2.950], [-1.054, -0.190, 2.632], [0.713, -0.978, 2.234], [1.382, -1.534, 0.085], [0.135, -1.808, -1.322], [0.408, 1.106, 0.159], [1.301, 1.884, -2.195], [1.108, 0.137, -2.886], [3.025, -0.825, -1.184], [3.593, 0.414, -2.488], [4.789, 0.987, -0.336], [3.601, 2.416, -0.663], [3.966, 0.735, 1.900], [2.345, 0.076, 1.195], [2.207, 2.907, 0.977], [1.419, 1.908, 2.150], [-1.316, -0.241, -2.332], [-1.361, 1.669, -1.876], [-1.368, 1.602, 1.330], [-3.283, 1.222, 1.558], [-2.682, 2.403, 0.219], [-3.849, -0.307, -2.111], [-4.725, 0.039, -0.376], [-3.947, 1.435, -1.384]]}

=====

3.
{"formula": "C13H27N2O4", "method": "wB97M-V/def2-TZVPD", "total_charge": -1, "homo_ev": -1.266, "homo_lumo_gap_ev": 3.76, "lumo_ha": 0.0918, "elements": ["C", "C", "N", "C", "C", "C", "N", "H", "H", "H", "H", "H", "H", "H", "H", "H", "H", "H", "O", "C", "O", "C", "C", "C", "H", "H", "H", "H", "H", "H", "H", "H", "O", "C", "O", "C", "C", "C", "H", "H", "H", "H", "H", "H", "H", "H"], "coordinates": [[-2.215, 0.688, 4.725], [-1.863, -0.911, 4.397], [-1.867, -1.757, 5.507], [-1.485, -1.443, 2.857], [0.167, -1.208, 2.735], [0.865, -2.500, 2.005], [1.723, -1.936, 0.863], [-3.214, 0.815, 5.343], [-2.174, 1.345, 3.756], [-1.313, 1.051, 5.418], [-2.138, -1.184, 6.361], [-1.768, -2.602, 2.821], [-2.049, -0.845, 2.020], [0.615, -1.151, 3.832], [0.115, -3.331, 1.660], [1.606, -2.975, 2.795], [1.990, -2.805, 0.309], [2.591, -1.522, 1.319], [0.490, 2.310, 1.665], [1.332, 2.354, 0.769], [1.978, 3.507, 0.494], [3.106, 3.620, -0.394], [2.649, 3.790, -1.829], [1.587, 1.155, -0.098], [3.794, 2.779, -0.266], [3.654, 4.516, -0.084], [2.083, 2.922, -2.177], [3.507, 3.932, -2.493], [1.986, 4.657, -1.919], [0.845, 1.127, -0.899], [1.488, 0.255, 0.518], [2.589, 1.124, -0.521], [0.828, -1.441, -2.094], [-0.223, -1.458, -2.733], [-0.227, -1.164, -4.051], [-1.357, -1.341, -4.924], [-2.272, -0.132, -4.876], [-1.531, -1.712, -2.042], [-1.881, -2.276, -4.706], [-0.953, -1.443, -5.937], [-2.689, 0.017, -3.877], [-3.099, -0.246, -5.582], [-1.717, 0.777, -5.127], [-1.897, -0.777, -1.611], [-1.364, -2.439, -1.240], [-2.293, -2.143, -2.689]]}

=====

Repeat the third record exactly.
{"formula": "C13H27N2O4", "method": "wB97M-V/def2-TZVPD", "total_charge": -1, "homo_ev": -1.266, "homo_lumo_gap_ev": 3.76, "lumo_ha": 0.0918, "elements": ["C", "C", "N", "C", "C", "C", "N", "H", "H", "H", "H", "H", "H", "H", "H", "H", "H", "H", "O", "C", "O", "C", "C", "C", "H", "H", "H", "H", "H", "H", "H", "H", "O", "C", "O", "C", "C", "C", "H", "H", "H", "H", "H", "H", "H", "H"], "coordinates": [[-2.215, 0.688, 4.725], [-1.863, -0.911, 4.397], [-1.867, -1.757, 5.507], [-1.485, -1.443, 2.857], [0.167, -1.208, 2.735], [0.865, -2.500, 2.005], [1.723, -1.936, 0.863], [-3.214, 0.815, 5.343], [-2.174, 1.345, 3.756], [-1.313, 1.051, 5.418], [-2.138, -1.184, 6.361], [-1.768, -2.602, 2.821], [-2.049, -0.845, 2.020], [0.615, -1.151, 3.832], [0.115, -3.331, 1.660], [1.606, -2.975, 2.795], [1.990, -2.805, 0.309], [2.591, -1.522, 1.319], [0.490, 2.310, 1.665], [1.332, 2.354, 0.769], [1.978, 3.507, 0.494], [3.106, 3.620, -0.394], [2.649, 3.790, -1.829], [1.587, 1.155, -0.098], [3.794, 2.779, -0.266], [3.654, 4.516, -0.084], [2.083, 2.922, -2.177], [3.507, 3.932, -2.493], [1.986, 4.657, -1.919], [0.845, 1.127, -0.899], [1.488, 0.255, 0.518], [2.589, 1.124, -0.521], [0.828, -1.441, -2.094], [-0.223, -1.458, -2.733], [-0.227, -1.164, -4.051], [-1.357, -1.341, -4.924], [-2.272, -0.132, -4.876], [-1.531, -1.712, -2.042], [-1.881, -2.276, -4.706], [-0.953, -1.443, -5.937], [-2.689, 0.017, -3.877], [-3.099, -0.246, -5.582], [-1.717, 0.777, -5.127], [-1.897, -0.777, -1.611], [-1.364, -2.439, -1.240], [-2.293, -2.143, -2.689]]}

=====

Which formula does entry 1 have?
C13H27F9O11S3Si2